# 1
C6H9N in the gas phase, computed with the ωB97M-V functional and the def2-TZVPD basis.

Geometry as XYZ:
```
16
Properties=species:S:1:pos:R:3:forces:R:3
C -2.636 -0.910 -1.692 -0.074 -0.036 -0.035
C -1.401 -0.206 -1.346 0.405 0.260 0.085
C -0.385 0.371 -1.048 -0.432 -0.255 -0.112
C 0.819 0.992 -0.484 0.045 -0.009 -0.001
C 0.766 0.840 1.025 -0.210 0.075 -0.052
C 0.972 -0.486 1.636 -0.153 -0.253 0.014
N 2.009 0.545 1.725 0.158 0.174 0.187
H -2.689 -1.875 -1.178 0.024 0.149 -0.086
H -2.697 -1.095 -2.768 0.005 0.029 0.134
H -3.513 -0.324 -1.396 0.128 -0.075 -0.060
H 0.885 2.050 -0.767 -0.020 -0.166 0.047
H 1.726 0.504 -0.859 -0.158 0.027 0.060
H 0.044 1.493 1.515 0.124 -0.096 -0.038
H 1.219 -1.331 0.997 -0.028 0.161 0.089
H 0.390 -0.739 2.519 0.150 0.062 -0.096
H 2.009 0.971 2.648 0.037 -0.047 -0.136
```
Forces are in eV/Å.

Results
Energy relative to the best compared isomer or geometry (same formula, charge and spin), kcal/mol: 65.8
Maximum force, eV/A: 0.51
E_HOMO, eV: -9.411

# 2
A molecular structure, C6H9N, computed with the ωB97M-V functional and the def2-TZVPD basis.

Geometry as XYZ:
```
16
Properties=species:S:1:pos:R:3:forces:R:3
C -1.227 1.152 0.948 -0.087 0.104 0.011
N -0.343 -0.010 0.931 -0.088 0.104 0.006
C 1.035 0.133 0.389 0.302 0.168 0.127
C 0.980 -1.409 0.188 0.148 -0.181 -0.030
C -0.472 -0.995 -0.179 -0.260 -0.247 -0.077
C -0.203 -0.156 -1.450 0.111 0.102 -0.004
C 0.821 0.605 -1.064 -0.124 -0.042 -0.080
H -1.847 1.225 0.046 0.096 0.020 0.079
H -1.887 1.105 1.821 0.092 -0.020 -0.147
H -0.643 2.075 1.015 -0.057 -0.096 0.047
H 1.779 0.633 1.015 -0.111 -0.090 -0.124
H 1.049 -1.972 1.122 -0.033 0.106 -0.116
H 1.598 -1.834 -0.606 -0.103 0.088 0.109
H -1.320 -1.683 -0.161 0.152 0.093 -0.012
H -0.710 -0.214 -2.406 0.070 0.003 0.139
H 1.392 1.347 -1.609 -0.108 -0.113 0.072
```
Forces are in eV/Å.

Results
Energy relative to the best compared isomer or geometry (same formula, charge and spin), kcal/mol: 65.6
Maximum force, eV/A: 0.37
E_HOMO, eV: -8.583

# 3
C6H9N in the gas phase in a non-equilibrium geometry, computed with the ωB97M-V functional and the def2-TZVPD basis.

Geometry as XYZ:
```
16
Properties=species:S:1:pos:R:3:forces:R:3
C 2.155 0.981 -0.667 -0.357 -0.958 -0.286
C 1.025 0.786 0.359 0.804 0.669 0.000
C -0.165 -0.033 0.022 -1.037 0.192 0.371
C -0.302 -1.397 0.436 -0.280 1.018 0.499
C -1.632 -1.717 0.347 -1.026 -1.277 -0.331
N -2.338 -0.643 -0.071 1.858 2.935 -1.352
C -1.431 0.404 -0.321 -0.028 -1.009 0.949
H 1.886 1.462 -1.607 -0.333 0.581 0.329
H 2.954 1.511 -0.152 0.250 -0.024 -0.365
H 2.481 0.006 -1.043 0.384 -0.060 0.437
H 1.469 0.297 1.234 0.117 0.101 -0.081
H 0.767 1.791 0.713 -0.381 -0.159 -0.058
H 0.387 -1.834 1.143 0.294 -0.651 -0.667
H -2.137 -2.674 0.340 0.159 -0.002 0.656
H -3.267 -0.325 -0.255 -0.719 -1.464 0.142
H -1.851 1.384 -0.479 0.296 0.107 -0.243
```
Forces are in eV/Å.

Results
Energy relative to the best compared isomer or geometry (same formula, charge and spin), kcal/mol: 25.1
Maximum force, eV/A: 3.73
E_HOMO, eV: -8.152

# 4
A molecular structure, C6H9N in a non-equilibrium geometry, computed with the ωB97M-V functional and the def2-TZVPD basis.

Geometry as XYZ:
```
16
Properties=species:S:1:pos:R:3:forces:R:3
C -0.781 -0.917 1.622 0.096 -0.204 0.340
N -0.086 0.089 0.900 0.650 0.734 1.663
C 1.175 0.014 0.242 0.464 -0.175 0.202
C 0.905 -0.024 -1.266 -0.160 -0.166 -0.417
C -0.604 -0.162 -1.380 -0.298 0.389 0.241
C -0.595 0.935 -0.117 -0.285 -0.276 0.027
C 0.876 1.273 -0.518 0.200 -0.003 -0.281
H -0.640 -1.932 1.254 -0.064 -0.311 -0.183
H -1.862 -0.728 1.724 0.418 0.195 -0.244
H -0.327 -0.816 2.598 -0.305 -0.751 0.719
H 2.071 -0.366 0.722 -0.022 0.196 -0.198
H 1.670 -0.322 -1.968 -0.084 -0.160 -0.029
H -0.953 -1.233 -1.299 -0.175 1.275 0.500
H -1.054 0.280 -2.246 0.076 0.258 -0.696
H -1.225 1.720 0.394 -0.371 -0.918 -1.721
H 1.430 2.190 -0.662 -0.140 -0.081 0.077
```
Forces are in eV/Å.

Results
Energy relative to the best compared isomer or geometry (same formula, charge and spin), kcal/mol: 100.3
Maximum force, eV/A: 1.99
E_HOMO, eV: -7.542

# 5
C6H9N in the gas phase, computed with the ωB97M-V functional and the def2-TZVPD basis.

Geometry as XYZ:
```
16
Properties=species:S:1:pos:R:3:forces:R:3
C -2.639 0.547 -0.068 0.110 0.527 0.376
C -0.044 -1.073 -1.216 0.012 -0.076 -0.174
N -1.554 1.065 0.317 -0.380 -0.268 -0.392
C -0.623 0.138 0.890 0.578 -0.229 0.365
C 0.386 -0.205 -0.192 -0.525 0.175 -0.025
C 1.761 -0.789 0.240 0.308 -0.181 0.131
C 1.666 0.597 -0.246 0.223 0.210 -0.113
H -2.959 -0.471 0.136 0.198 -0.310 -0.048
H -3.320 1.188 -0.578 -0.647 0.356 -0.391
H 0.711 -1.053 -2.017 0.163 -0.092 0.012
H -1.095 -0.785 1.234 -0.080 -0.106 0.023
H -0.136 0.620 1.732 0.192 0.046 0.222
H 2.237 -1.529 -0.385 -0.059 -0.057 -0.012
H 1.814 -0.992 1.304 -0.019 0.043 -0.086
H 1.733 1.392 0.484 -0.014 0.050 0.020
H 2.075 0.831 -1.222 -0.061 -0.087 0.092
```
Forces are in eV/Å.

Results
Energy relative to the best compared isomer or geometry (same formula, charge and spin), kcal/mol: 122.2
Maximum force, eV/A: 0.84
E_HOMO, eV: -8.424

# 6
C6H9N in the gas phase in a non-equilibrium geometry, computed with the ωB97M-V functional and the def2-TZVPD basis.

Geometry as XYZ:
```
16
Properties=species:S:1:pos:R:3:forces:R:3
H -1.281 0.699 3.148 0.627 -0.078 -0.040
N -0.946 0.679 2.186 -2.217 0.371 0.174
C 0.195 0.218 1.956 -0.274 1.327 0.300
C 0.679 0.165 0.595 -0.722 -1.588 -1.355
C -0.029 0.819 -0.572 0.506 -1.561 1.299
C 0.037 1.920 -1.268 -1.118 -3.893 1.103
C -0.551 -0.547 -0.502 1.059 -0.307 1.862
C 0.113 -1.651 -1.315 -5.424 0.470 -1.343
H 0.858 0.024 2.778 0.729 -0.698 0.234
H 1.706 -0.281 0.585 -0.999 0.559 -0.941
H -0.481 2.018 -2.112 -2.251 0.375 -3.282
H 0.558 2.681 -0.968 3.200 4.161 1.710
H -1.532 -0.816 0.060 1.930 0.915 -0.976
H 1.005 -1.356 -1.652 3.303 1.243 -1.781
H -0.584 -2.073 -2.142 1.162 1.193 0.815
H 0.256 -2.496 -0.775 0.487 -2.491 2.221
```
Forces are in eV/Å.

Results
Energy relative to the best compared isomer or geometry (same formula, charge and spin), kcal/mol: 95.7
Maximum force, eV/A: 5.61
E_HOMO, eV: -8.748

Among the records above, which one has the lowest maximum force? number 2

What is the energy relative to the best compared isomer or geometry (same formula, charge and spin) in the fourth record? 100.3 kcal/mol

Please write out number 1 again, unchanged.
C6H9N in the gas phase, computed with the ωB97M-V functional and the def2-TZVPD basis.

Geometry as XYZ:
```
16
Properties=species:S:1:pos:R:3:forces:R:3
C -2.636 -0.910 -1.692 -0.074 -0.036 -0.035
C -1.401 -0.206 -1.346 0.405 0.260 0.085
C -0.385 0.371 -1.048 -0.432 -0.255 -0.112
C 0.819 0.992 -0.484 0.045 -0.009 -0.001
C 0.766 0.840 1.025 -0.210 0.075 -0.052
C 0.972 -0.486 1.636 -0.153 -0.253 0.014
N 2.009 0.545 1.725 0.158 0.174 0.187
H -2.689 -1.875 -1.178 0.024 0.149 -0.086
H -2.697 -1.095 -2.768 0.005 0.029 0.134
H -3.513 -0.324 -1.396 0.128 -0.075 -0.060
H 0.885 2.050 -0.767 -0.020 -0.166 0.047
H 1.726 0.504 -0.859 -0.158 0.027 0.060
H 0.044 1.493 1.515 0.124 -0.096 -0.038
H 1.219 -1.331 0.997 -0.028 0.161 0.089
H 0.390 -0.739 2.519 0.150 0.062 -0.096
H 2.009 0.971 2.648 0.037 -0.047 -0.136
```
Forces are in eV/Å.

Results
Energy relative to the best compared isomer or geometry (same formula, charge and spin), kcal/mol: 65.8
Maximum force, eV/A: 0.51
E_HOMO, eV: -9.411

Which value of energy relative to the best compared isomer or geometry (same formula, charge and spin) does entry 6 give? 95.7 kcal/mol